# 1
Here is C17H22Cl2O5Sn as an isolated structure in a non-equilibrium geometry from OMol25. Energies are from wB97M-V/def2-TZVPD.

Values from the calculation:
Charge: -2
Relative energy (zero: lowest compared OMol25 entry of this formula, charge and spin): 2.837 eV
Lowest unoccupied orbital energy (spin up / spin down): 4.611 / 4.620 eV

Each line ends with the Mulliken charge.
Atoms and positions in Å:
H (1.924, 1.216, -4.646)  0.277
H (-3.511, 0.497, -2.993)  0.337
O (0.863, -1.157, 2.540)  -0.656
H (1.193, -0.909, 0.656)  0.392
C (-1.653, -0.476, -3.310)  0.348
H (-3.532, -1.245, -2.717)  0.334
H (-0.400, 2.702, -3.795)  0.375
C (-1.243, 2.007, -3.854)  -1.651
C (0.555, -0.045, 4.571)  -0.031
H (1.659, 1.999, -3.067)  0.222
C (-0.006, -1.223, 6.658)  -0.628
C (1.707, -1.999, -2.728)  -1.543
H (2.390, -1.466, -2.050)  0.250
H (2.636, 0.520, -3.173)  0.374
H (0.347, -2.173, 4.743)  0.383
O (2.410, 2.313, -0.651)  -0.586
H (2.248, -2.241, -3.660)  0.296
H (-0.183, -2.165, 7.190)  0.333
C (-0.088, -0.004, 7.351)  -0.160
H (0.077, 2.158, 7.182)  0.383
Sn (1.356, 1.575, 0.728)  0.116
C (-0.842, -1.587, -2.962)  0.665
C (0.883, -0.149, 3.116)  1.130
H (-0.514, -3.572, -2.294)  0.360
Cl (-2.662, 0.355, -0.349)  -0.851
C (0.547, 0.202, -3.379)  0.619
H (2.018, 3.313, -0.765)  0.250
C (0.433, 1.176, 5.299)  0.569
C (-1.341, -2.929, -2.607)  -1.653
C (-3.121, -0.459, -3.356)  -1.592
C (-0.798, 0.632, -3.540)  0.721
O (1.442, -0.368, -0.111)  -0.676
O (0.599, 2.366, 4.679)  -0.628
O (1.230, 1.063, 2.548)  -0.341
C (0.135, 1.195, 6.675)  -0.710
H (0.849, 2.157, 3.751)  0.498
H (-2.009, 2.322, -3.137)  0.340
H (1.408, -2.941, -2.254)  0.388
H (-3.486, -0.619, -4.381)  0.377
Cl (-0.185, 3.490, 1.074)  -0.517
H (-1.846, -3.400, -3.460)  0.262
C (1.751, 1.029, -3.574)  -1.479
H (-2.063, -2.850, -1.785)  0.348
C (0.293, -1.227, 5.285)  -0.450
C (0.519, -1.171, -3.006)  0.599
H (-1.668, 2.065, -4.862)  0.280
H (-0.320, 0.023, 8.421)  0.323

***

# 2
Here is a 2-piece molecular cluster, C4H6 overall in a non-equilibrium geometry from OMol25. Energies are from wB97M-V/def2-TZVPD.

Values from the calculation:
Relative energy (zero: lowest compared OMol25 entry of this formula, charge and spin): 3.309 eV
Lowest unoccupied orbital energy: 1.155 eV
Structure (SMILES): C#C.C=C

Each line ends with the Mulliken charge.
Atoms and positions in Å:
C (2.193, -0.407, -0.066)  -0.421
H (-2.814, -0.816, -0.546)  0.259
H (-2.845, 0.999, -0.029)  0.226
H (2.759, -1.379, 0.013)  0.347
H (-0.338, 0.656, 0.591)  0.261
H (-0.631, -1.252, 0.095)  0.170
C (-1.006, -0.213, 0.194)  -0.321
C (-2.313, -0.005, -0.077)  -0.622
H (0.812, 1.539, -0.342)  0.368
C (1.635, 0.667, -0.014)  -0.267

***

# 3
Here is a 2-piece molecular cluster, C4H5NO2 overall in a non-equilibrium geometry from OMol25. Energies are from wB97M-V/def2-TZVPD.

Values from the calculation:
Relative energy (zero: lowest compared OMol25 entry of this formula, charge and spin): 6.164 eV
Lowest unoccupied orbital energy: -1.296 eV

Each line ends with the Mulliken charge.
Atoms and positions in Å:
C (-1.587, 1.021, -0.015)  0.222
H (-0.131, -2.175, -0.376)  0.284
H (0.639, 1.290, 0.358)  0.204
C (1.621, 0.707, 0.196)  -0.646
H (2.166, -1.563, -0.509)  0.246
C (-1.156, -0.508, 0.068)  0.430
O (-1.019, 2.203, -0.133)  -0.497
N (0.082, -1.091, -0.243)  -0.251
C (1.547, -0.647, -0.017)  0.150
H (2.789, 1.422, 0.666)  0.218
H (-2.855, 0.753, -0.255)  0.244
O (-2.094, -1.414, 0.258)  -0.605

***

# 4
Here is C21H24Cl2N6O2PSSn as an isolated structure from OMol25. Energies are from wB97M-V/def2-TZVPD.

Values from the calculation:
Charge: +3
Relative energy (zero: lowest compared OMol25 entry of this formula, charge and spin): 0.000 eV
Lowest unoccupied orbital energy: -11.407 eV

Each line ends with the Mulliken charge.
Atoms and positions in Å:
H (-4.254, -4.974, -4.489)  0.427
H (-2.875, -4.353, -6.429)  0.484
H (2.750, -4.193, 2.063)  0.416
H (0.211, 2.820, -2.490)  0.413
N (3.167, 2.193, 2.281)  0.091
H (1.773, -4.105, 0.583)  0.337
H (-1.103, -3.344, 3.306)  0.354
C (3.900, 2.019, 1.130)  -0.588
C (-3.497, -4.206, -4.373)  -0.154
H (2.178, -2.521, 4.305)  0.509
C (1.654, 5.168, -0.538)  -0.422
H (1.769, 7.099, 2.983)  0.275
C (3.089, 1.358, 0.262)  -0.832
N (0.648, 1.926, 4.236)  0.070
H (2.922, -2.803, 0.967)  0.327
H (2.388, 5.964, -0.571)  0.497
P (0.923, -2.654, 2.254)  0.953
C (2.218, -3.521, 1.389)  -1.163
O (1.562, 4.588, 2.952)  -0.604
C (-1.228, 1.064, 3.514)  -0.787
H (1.321, 2.403, 4.817)  0.225
N (1.875, 1.136, 0.876)  0.334
C (-1.568, -2.187, -4.037)  0.132
H (-0.651, -4.410, 1.956)  0.348
H (3.459, 2.738, 3.079)  0.267
Cl (-0.857, -2.457, -6.674)  -0.027
H (1.724, 4.784, -2.656)  0.448
C (1.958, 1.658, 2.085)  0.331
H (0.796, -1.404, 4.265)  0.283
H (-3.968, -3.931, -2.271)  0.477
H (1.388, 7.293, 1.310)  0.201
H (0.196, -4.542, 3.510)  0.417
C (-0.640, 1.611, 4.609)  -0.552
H (2.272, -1.030, 3.338)  0.188
C (1.316, 4.486, -1.700)  -0.647
C (0.805, 1.576, 2.955)  -0.145
C (-0.274, -3.848, 2.811)  -1.159
H (4.912, 2.371, 1.030)  0.459
N (1.571, 6.681, 2.087)  -0.379
C (-2.731, -3.859, -5.477)  -0.724
C (-1.779, -2.878, -5.353)  0.539
H (-2.232, 0.694, 3.398)  0.470
C (1.613, -1.830, 3.679)  -0.901
C (1.058, 4.788, 0.656)  0.487
Sn (-0.197, 0.222, 0.330)  1.063
C (0.157, 3.736, 0.630)  -0.441
C (1.414, 5.355, 2.003)  0.256
C (-2.421, -2.638, -2.911)  0.651
C (0.461, 3.400, -1.609)  -0.371
S (-0.481, -1.027, -3.885)  -0.090
C (-3.343, -3.607, -3.092)  -0.666
O (0.264, -1.622, 1.327)  -0.574
H (-1.016, 1.788, 5.601)  0.467
N (-0.313, 1.059, 2.479)  0.268
Cl (-2.259, -1.927, -1.362)  -0.101
H (-0.367, 3.459, 1.535)  0.673
H (3.294, 1.044, -0.747)  0.496
N (-0.105, 3.015, -0.460)  -0.309

***

# 5
Here is one molecule with the formula C4H6N2O from OMol25. Energies are from wB97M-V/def2-TZVPD.

Values from the calculation:
Relative energy (zero: lowest compared OMol25 entry of this formula, charge and spin): 5.049 eV
Lowest unoccupied orbital energy: 0.992 eV

Each line ends with the Mulliken charge.
Atoms and positions in Å:
N (1.154, 0.413, -0.262)  -0.119
H (-0.578, -0.896, 2.513)  0.398
H (-1.791, 1.239, -0.679)  0.416
C (-0.442, -0.254, 1.663)  -0.336
H (0.987, -1.842, -1.355)  0.213
C (0.490, 0.738, 0.981)  -0.382
O (-2.073, 1.056, 0.240)  -0.471
H (-0.379, -1.470, -2.315)  0.236
H (2.093, 0.020, -0.275)  0.231
N (0.385, -1.128, -1.755)  -0.455
C (-0.982, 0.560, 0.815)  0.252
H (0.964, 1.527, 1.573)  0.365
C (0.174, 0.038, -1.144)  -0.348

***

# 6
Here is a 2-piece molecular cluster, CHClO3S overall in a non-equilibrium geometry from OMol25. Energies are from wB97M-V/def2-TZVPD.

Values from the calculation:
Relative energy (zero: lowest compared OMol25 entry of this formula, charge and spin): 0.739 eV
Lowest unoccupied orbital energy: -0.418 eV

Each line ends with the Mulliken charge.
Atoms and positions in Å:
O (-1.882, 0.771, -0.818)  -0.364
Cl (1.769, 0.867, 0.009)  -0.195
C (-1.546, 1.054, 0.253)  0.703
H (1.585, -1.155, -1.324)  0.205
O (-1.307, 1.098, 1.378)  -0.339
S (1.399, -1.195, 0.183)  0.419
O (-0.018, -1.440, 0.319)  -0.429